Density functional theory data (wB97M-V/def2-TZVPD) for a cluster of 2 separate species, C3H5BrO in total.

The value obtained for the orbital gap is 8.90 eV. The value obtained for the maximum force is 4.0 eV/Å. Its relative energy (zero: lowest compared OMol25 entry of this formula, charge and spin) is 79.35 kcal per mole. As for the multiplicity: 1. The HOMO energy is -0.303 Eh. As for the energy: -2766.40960 a.u.

CARTESIAN COORDINATES (ANGSTROEM)
C1 0.27917 -0.67397 -1.52683
C2 0.96735 -0.18952 -0.53951
C3 -0.33122 0.22848 1.29128
O1 -1.64453 0.33939 0.92511
Br1 2.71367 0.31978 -0.25521
H1 0.61312 -0.89979 -2.55167
H2 -0.82380 -0.85405 -1.36247
H3 0.01064 -0.64596 1.90071
H4 0.12213 1.15404 1.08398
H5 -1.90652 1.22160 1.03461

Here are the Löwdin charges for atoms 1 to 2, given in e: C -0.14; C -0.76